[1]
Molecular formula: C23H22N5OOsS
Method: DFT, ωB97M-V/def2-TZVPD

Summary:
Maximum force = 2.5 eV/A
Calculated total energy = -46975.3466 eV
Expectation value of S² = 6.0423

Geometry as ORCA input:
```
! wB97M-V def2-TZVPD RIJCOSX def2/J DEFGRID3
* xyz 3 5
Os -1.653 0.047 -0.356
C 1.057 -1.631 -1.008
N 0.203 -1.693 0.188
C -0.626 -2.906 0.215
C -1.649 -2.913 -0.896
C -2.000 -4.077 -1.567
C -3.016 -4.045 -2.515
C -3.661 -2.839 -2.760
C -3.240 -1.711 -2.078
N -2.251 -1.736 -1.170
C 0.904 -1.454 1.455
C 0.761 -0.033 1.975
C 1.407 0.252 3.244
C 1.998 1.369 3.692
C 0.798 3.427 2.765
C 0.417 3.108 1.311
N 0.022 0.691 1.220
C 0.722 -0.568 -2.043
C 1.546 -0.437 -3.159
C 1.260 0.511 -4.128
C 0.163 1.348 -3.947
C -0.608 1.185 -2.815
N -0.348 0.232 -1.902
H 1.027 -2.597 -1.529
H 2.101 -1.473 -0.715
H -1.177 -2.933 1.164
H -0.011 -3.814 0.163
H -1.491 -5.005 -1.355
H -3.296 -4.940 -3.052
H -4.467 -2.768 -3.473
H -3.707 -0.748 -2.263
H 1.971 -1.700 1.383
H 0.495 -2.105 2.237
H 1.468 -0.614 3.893
H 2.452 1.330 4.674
H 0.924 4.495 2.943
H -0.120 3.907 0.796
H 2.399 -1.090 -3.275
H 1.882 0.603 -5.006
H -0.092 2.107 -4.669
H -1.461 1.830 -2.621
O -1.515 1.991 0.479
N -0.568 1.962 1.429
C -1.097 2.082 2.794
C -0.347 2.864 3.547
C 2.155 2.689 2.977
C 2.659 2.485 1.590
C 1.704 2.694 0.646
S 1.886 2.513 -1.027
H -1.999 1.543 3.022
H -0.508 3.078 4.590
H 2.857 3.301 3.549
H 3.674 2.185 1.391
*
```

[2]
Molecular formula: C23H23AsBiOP
Method: DFT, ωB97M-V/def2-TZVPD

Summary:
Maximum force = 3.0 eV/A
Energy above the lowest of the compared OMol25 structures with the same formula, charge and spin = 61.6 kcal per mole

Geometry as ORCA input:
```
! wB97M-V def2-TZVPD RIJCOSX def2/J DEFGRID3
* xyz 0 1
C -5.170 0.011 -1.950
C -4.894 -0.128 -3.330
C -4.161 -1.336 -3.534
C -4.023 -2.016 -2.284
C -4.626 -1.248 -1.269
Bi -1.798 1.770 0.107
P -1.809 1.488 2.687
H -5.682 0.816 -1.427
H -5.140 0.585 -4.114
H -3.768 -1.681 -4.489
H -4.732 -1.478 -0.210
H -3.543 -2.985 -2.167
H -2.453 0.240 2.999
H -2.625 2.481 3.335
H -0.555 1.490 3.395
O -0.794 -0.112 -0.172
As 0.935 -0.045 0.188
C 1.222 1.841 0.390
C 0.388 2.777 -0.346
C 0.305 4.129 0.140
C 1.166 4.552 1.140
C 2.074 3.667 1.731
C 2.105 2.319 1.351
C 1.090 -1.112 1.784
C 1.510 -0.545 2.996
C 1.669 -1.360 4.121
C 1.382 -2.727 4.045
C 0.917 -3.280 2.845
C 0.745 -2.468 1.717
C 1.775 -0.680 -1.416
C 2.627 0.179 -2.130
C 3.256 -0.288 -3.290
C 3.043 -1.602 -3.725
C 2.187 -2.449 -3.011
C 1.531 -1.985 -1.864
H 0.181 2.589 -1.410
H -0.406 4.816 -0.326
H 1.146 5.595 1.469
H 2.762 4.017 2.502
H 2.817 1.635 1.817
H 1.695 0.525 3.066
H 2.015 -0.920 5.058
H 1.512 -3.361 4.923
H 0.683 -4.344 2.784
H 0.339 -2.883 0.794
H 2.792 1.198 -1.775
H 3.913 0.379 -3.851
H 3.542 -1.965 -4.625
H 2.021 -3.474 -3.346
H 0.836 -2.627 -1.321
*
```

[3]
Molecular formula: C23H23AsCaN4O8S3
Method: DFT, ωB97M-V/def2-TZVPD

Summary:
Maximum force = 0.7 eV/A
Energy above the lowest of the compared OMol25 structures with the same formula, charge and spin = 0.0 kcal per mole

Geometry as ORCA input:
```
! wB97M-V def2-TZVPD RIJCOSX def2/J DEFGRID3
* xyz -2 1
Ca -0.421 0.033 0.642
O 2.726 2.133 1.438
As 2.505 0.808 2.587
O 3.970 0.358 3.154
O 1.476 -0.306 1.913
C 1.638 1.777 4.066
C 2.481 1.976 5.156
C 2.072 2.713 6.259
C 0.807 3.275 6.282
C -0.048 3.085 5.206
C 0.359 2.336 4.109
S -0.876 2.069 2.841
O -1.231 0.649 2.946
O -1.950 2.985 3.140
O -0.226 2.310 1.536
H 1.847 2.417 1.145
H 3.470 1.537 5.102
H 2.747 2.851 7.096
H 0.479 3.861 7.133
H -1.043 3.509 5.198
N -1.232 -2.181 1.516
C -2.661 -2.504 1.636
C -3.561 -1.271 1.747
C -3.689 -0.487 0.433
O -4.797 -0.454 -0.124
O -2.623 0.050 -0.009
H -0.681 -2.981 1.231
H -0.861 -1.880 2.414
H -2.847 -3.153 2.502
H -2.948 -3.074 0.748
H -3.178 -0.611 2.528
H -4.562 -1.603 2.029
C -3.432 -1.274 -3.009
C -2.195 -1.961 -3.512
C -2.283 -2.798 -4.656
C -1.151 -3.375 -5.135
C 0.089 -3.139 -4.495
C 1.284 -3.712 -4.981
C 2.454 -3.442 -4.319
C 2.467 -2.627 -3.184
C 1.321 -2.038 -2.644
S 1.500 -1.087 -1.211
C 0.085 -2.304 -3.344
N -1.069 -1.745 -2.885
H -4.278 -1.958 -2.926
H -3.736 -0.496 -3.723
H -3.258 -0.818 -2.038
H -3.245 -2.958 -5.130
H -1.175 -4.019 -6.009
H 1.254 -4.345 -5.861
H 3.388 -3.865 -4.673
H 3.403 -2.435 -2.676
S -0.144 1.727 -2.502
C -1.471 2.701 -2.474
N -2.711 2.063 -2.430
C -3.885 2.691 -2.346
C -3.909 4.053 -2.327
C -2.644 4.683 -2.363
N -1.494 4.074 -2.424
H -2.657 1.049 -2.380
H -4.762 2.061 -2.283
H -4.829 4.610 -2.255
H -2.599 5.770 -2.324
*
```

[4]
Molecular formula: C23H23AsCaP
Method: DFT, ωB97M-V/def2-TZVPD

Summary:
Maximum force = 2.2 eV/A
Calculated total energy = -112785.5462 eV

Geometry as ORCA input:
```
! wB97M-V def2-TZVPD RIJCOSX def2/J DEFGRID3
* xyz -1 1
C 3.919 0.877 -2.996
C 4.451 2.197 -2.797
C 3.483 3.149 -3.257
C 2.398 2.437 -3.860
C 2.624 1.030 -3.682
Ca 1.992 -1.197 -1.075
P 3.412 -2.744 0.667
H 4.412 -0.071 -2.787
H 5.398 2.424 -2.327
H 3.575 4.210 -3.195
H 2.017 0.209 -4.064
H 1.520 2.874 -4.319
H 3.378 -2.571 2.094
H 4.836 -2.564 0.524
H 3.443 -4.183 0.662
C -1.544 -3.387 3.601
C -1.214 -3.785 2.297
C -0.837 -2.833 1.346
C -0.771 -1.479 1.710
C -1.137 -1.068 2.994
C -1.524 -2.029 3.941
As -0.031 -0.204 0.408
C -1.493 -0.409 -0.904
C -1.145 -0.497 -2.262
C -2.095 -0.967 -3.174
C -3.384 -1.306 -2.741
C -3.751 -1.113 -1.403
C -2.800 -0.662 -0.472
C -0.504 1.492 1.229
C -1.608 2.243 0.815
C -1.852 3.492 1.409
C -0.989 3.989 2.390
C 0.120 3.232 2.800
C 0.365 1.982 2.224
H -1.814 -4.134 4.348
H -1.249 -4.841 2.028
H -0.601 -3.146 0.325
H -1.126 -0.008 3.256
H -1.801 -1.710 4.948
H -0.145 -0.187 -2.610
H -1.827 -1.073 -4.229
H -4.109 -1.714 -3.447
H -4.772 -1.317 -1.069
H -3.074 -0.543 0.578
H -2.271 1.860 0.041
H -2.719 4.075 1.093
H -1.173 4.969 2.837
H 0.794 3.615 3.565
H 1.222 1.383 2.538
*
```

[5]
Molecular formula: C23H23Br4KN7O3S
Method: DFT, ωB97M-V/def2-TZVPD

Summary:
Maximum force = 2.5 eV/A
Energy above the lowest of the compared OMol25 structures with the same formula, charge and spin = 38.3 kcal per mole

Geometry as ORCA input:
```
! wB97M-V def2-TZVPD RIJCOSX def2/J DEFGRID3
* xyz -1 1
K 1.146 0.095 0.585
C -1.139 3.901 -1.553
C -0.468 2.980 -0.568
N 0.538 2.257 -0.891
N 0.981 2.261 -2.158
C 2.139 1.626 -2.516
N 2.308 1.561 -3.870
S 3.284 1.110 -1.449
C -0.929 2.863 0.829
C -2.147 3.379 1.273
C -2.530 3.160 2.588
C -1.695 2.450 3.431
C -0.485 2.003 2.911
N -0.119 2.196 1.658
H -0.373 4.433 -2.121
H -1.760 3.341 -2.259
H -1.759 4.642 -1.056
H 0.380 2.571 -2.909
H 1.466 1.372 -4.400
H 3.111 1.017 -4.138
H -2.806 3.913 0.603
H -3.478 3.542 2.947
H -1.964 2.241 4.457
H 0.233 1.476 3.532
O -0.725 -1.278 3.144
C -1.200 -1.839 1.939
C -1.993 -0.841 1.123
C -3.137 -0.257 1.673
C -3.898 0.594 0.898
C -3.495 0.858 -0.405
C -2.330 0.267 -0.856
N -1.596 -0.572 -0.120
H 0.224 -1.028 2.998
H -1.874 -2.666 2.197
H -0.380 -2.232 1.333
H -3.413 -0.494 2.692
H -4.803 1.041 1.293
H -4.071 1.509 -1.051
H -1.968 0.450 -1.863
Br 6.107 -4.546 0.986
C 4.794 -3.271 1.479
C 5.026 -2.383 2.516
Br 6.679 -2.415 3.451
C 4.028 -1.466 2.870
Br 4.298 -0.218 4.276
C 2.784 -1.388 2.231
O 1.855 -0.567 2.592
C 2.573 -2.265 1.081
O 1.502 -2.145 0.385
C 3.578 -3.200 0.790
Br 3.208 -4.371 -0.664
C 0.718 -2.659 -2.544
N -0.488 -2.107 -3.190
C -1.726 -2.793 -2.856
C -0.552 -0.893 -3.669
N -0.619 0.145 -4.187
H 0.612 -2.694 -1.455
H 1.605 -2.073 -2.774
H 0.857 -3.674 -2.918
H -1.856 -2.833 -1.773
H -1.686 -3.813 -3.246
H -2.573 -2.274 -3.301
*
```